Molecular formula: C6H6ClFN
Method: DFT, ωB97M-V/def2-TZVPD

Cartesian coordinates (Å):
F 1.68186 1.78379 2.02166
C 0.89195 0.76351 1.69536
C 1.21963 -0.49754 1.74740
C 0.45659 -1.64054 1.25918
C -0.39390 -1.67239 0.23610
C -0.71657 -0.58559 -0.66520
N -1.06925 0.25487 -1.43314
C -1.08910 1.24417 -2.37995
Cl 0.51139 1.93121 -2.74986
H -0.09179 1.22272 1.70645
H 2.21973 -0.75179 2.24453
H 0.67819 -2.63114 1.77273
H -1.05151 -2.44952 -0.05165
H -1.77783 2.18156 -2.03191
H -1.46939 0.84669 -3.37170

Energy relative to the best compared isomer or geometry (same formula, charge and spin) ... 5.0 kcal per mole
Total charge ... +1
F_max ... 6.550 eV/A
E ... -846.66564 a.u.
Orbital gap ... 8.5 eV